This record from the Open Molecules 2025 dataset describes a 2-piece molecular cluster, C19H42BClO4P2 overall. The level of theory is ωB97M-V with the def2-TZVPD basis set.

XYZ file:
```
69
Properties=species:S:1:pos:R:3
O -3.08457 0.56041 -4.16780
C -2.94064 -0.67894 -4.09922
C -3.04770 -1.55252 -5.39580
C -4.40731 -2.43588 -5.46185
B -4.48542 -3.27949 -4.09554
O -4.19041 -4.71662 -4.18088
O -4.82735 -2.79751 -2.79335
P -5.78980 -1.19614 -5.64644
O -6.73298 -1.06015 -4.22633
Cl -7.12838 -2.06866 -7.08203
H -2.68647 -1.08226 -3.05824
H -2.97999 -0.87224 -6.28699
H -2.20248 -2.31802 -5.35735
H -3.21924 -4.74167 -4.26620
H -4.47020 -3.47119 -2.17958
H -6.48642 -0.24937 -3.75180
C -1.47672 2.02704 4.20579
C -0.96950 2.62541 2.89898
C -1.28832 1.75606 1.68146
C -0.40935 0.51153 1.50409
P 1.23010 0.71287 0.82805
C 1.05711 1.72338 -0.66418
C 0.04204 1.34882 -1.74664
C 0.36441 0.16042 -2.65422
C 1.75671 0.17425 -3.27134
C 1.86191 -0.85339 0.26037
C 2.12351 -2.03749 1.19094
C 3.35678 -1.97050 2.08919
C 4.62938 -1.47811 1.41327
C 2.37490 1.69276 1.78607
C 2.99489 1.32688 3.13924
C 2.07285 0.75524 4.22215
C 1.79975 1.74026 5.35214
H -1.06915 1.02971 4.38390
H -1.18865 2.66421 5.04395
H -2.56608 1.95448 4.20039
H 0.09967 2.82500 2.97376
H -1.45231 3.59873 2.76283
H -1.22149 2.37918 0.78633
H -2.33261 1.43688 1.74746
H -0.93386 -0.13795 0.79104
H -0.38187 -0.07164 2.42726
H 2.05102 1.85424 -1.10255
H 0.78053 2.72144 -0.30367
H -0.07829 2.22461 -2.39207
H -0.93702 1.17546 -1.29030
H -0.36848 0.15043 -3.46567
H 0.20453 -0.77992 -2.12098
H 1.87059 1.01838 -3.95497
H 1.92105 -0.74323 -3.83982
H 2.54832 0.23251 -2.52002
H 2.73199 -0.67800 -0.37719
H 1.08712 -1.22639 -0.41350
H 2.23085 -2.92475 0.56044
H 1.24058 -2.21206 1.81644
H 3.54312 -2.96710 2.49872
H 3.13052 -1.34928 2.95343
H 4.97566 -2.19314 0.66367
H 5.42346 -1.35805 2.15448
H 4.49864 -0.50926 0.92611
H 1.92799 2.68667 1.88974
H 3.22644 1.85912 1.11295
H 3.49639 2.22024 3.52382
H 3.81280 0.62568 2.96499
H 2.55400 -0.11651 4.67379
H 1.13673 0.39763 3.79884
H 2.71391 1.94673 5.91283
H 1.07258 1.32194 6.05086
H 1.41021 2.68881 4.97677
```

As for the HOMO energy: -4.63 eV. The multiplicity is 1. The HOMO-LUMO gap comes out at 3.92 eV.

This record from the Open Molecules 2025 dataset describes C19H42Br2F3N3O2P as an isolated structure. The level of theory is ωB97M-V with the def2-TZVPD basis set.

XYZ file:
```
72
Properties=species:S:1:pos:R:3
C 4.04381 3.87552 -1.63625
C 4.64223 2.55952 -0.95498
C 3.92002 1.31636 -1.68415
C 3.69849 0.07751 -0.68455
O 2.45718 -0.02073 -0.05092
P 1.09664 -0.54159 -0.98024
C 0.12947 -1.19126 0.57640
C -1.09764 -2.12784 0.13183
C -1.89319 -2.74014 1.36346
C -3.46696 -2.40553 1.31701
C -3.58617 -0.84722 1.56663
C -5.05732 -0.30550 1.79578
C -5.64501 0.54810 0.59864
C -4.66453 1.67294 0.06343
O -4.10947 1.17073 -1.17776
C -3.53804 2.22640 -1.96753
C 0.23761 1.15679 -0.79753
C 0.92417 2.29519 0.04979
C 0.70250 2.29938 1.61409
F 1.20082 1.21193 2.31022
Br 1.84846 3.84574 2.24887
C -0.79034 2.71684 2.06267
F -1.70805 1.69400 1.97469
F -1.25354 3.85307 1.42889
Br -0.72607 3.18917 4.01603
C 1.80941 -2.27923 -1.39541
C 2.35923 -3.24869 -0.31033
N 3.28159 -4.21420 -1.06585
N 3.18267 -2.75084 0.81629
N 1.35080 -4.19122 0.31106
H 2.91098 3.84388 -1.55131
H 4.43567 4.83417 -1.19516
H 4.31994 3.87620 -2.74033
H 4.37469 2.57757 0.14640
H 5.76156 2.55399 -1.10105
H 2.90471 1.68609 -1.99074
H 4.58414 1.04296 -2.55296
H 4.11555 -0.83115 -1.20517
H 4.45572 0.27980 0.15212
H 1.66395 -0.08870 -2.25807
H -0.07699 -0.92963 -1.77402
H 0.79945 -1.66773 1.34293
H -0.39062 -0.34219 1.13176
H -0.76253 -2.94401 -0.58386
H -1.77490 -1.46343 -0.49970
H -1.53071 -2.24182 2.32297
H -1.69899 -3.84697 1.52437
H -3.96683 -3.00250 2.14497
H -3.89438 -2.68659 0.30074
H -3.00905 -0.63645 2.52542
H -3.01754 -0.30150 0.75607
H -5.79951 -1.10718 2.08229
H -5.00974 0.39683 2.69201
H -6.55544 1.09652 1.01413
H -6.03780 -0.07348 -0.25631
H -5.18006 2.65258 -0.16643
H -3.83806 1.91777 0.80969
H -3.40037 3.19949 -1.42188
H -2.53375 1.84683 -2.34542
H -4.17874 2.33047 -2.90496
H 0.15648 1.58394 -1.86003
H -0.85613 1.10679 -0.46802
H 2.00733 2.50712 -0.13583
H 0.40553 3.26225 -0.28383
H 1.01898 -2.86137 -1.97693
H 2.62294 -2.11195 -2.17867
H 3.70353 -4.85719 -0.38922
H 4.02584 -3.63962 -1.47816
H 4.14360 -3.09426 0.79402
H 2.80369 -3.09786 1.70353
H 1.91968 -4.87369 0.83711
H 1.02940 -4.74116 -0.50274
```

As for the HOMO energy: -4.04 eV. The multiplicity is 1. The HOMO-LUMO gap comes out at 6.45 eV. The total charge is -1.

This record from the Open Molecules 2025 dataset describes a 3-piece molecular cluster, C19H42Br3N6O8P overall. The level of theory is ωB97M-V with the def2-TZVPD basis set.

XYZ file:
```
79
Properties=species:S:1:pos:R:3
C 3.80844 -3.83804 -0.82818
C 4.55282 -2.50430 -0.96139
C 4.99678 -1.86046 0.35088
C 3.94793 -1.80864 1.45620
N 2.59504 -1.51107 0.99813
C 2.36990 -0.23516 0.36894
O 0.97380 -0.05015 0.30034
C 0.40974 0.17991 -0.98680
C -0.88088 0.94834 -0.74004
O -1.61192 0.32015 0.28169
C -2.82885 0.95278 0.68154
O -3.05752 2.14960 0.00498
C -2.67086 1.26734 2.16763
C -1.42734 2.07654 2.42424
O -1.17498 3.13690 1.97936
Br -0.18464 1.23588 3.70241
C -3.99333 -0.02020 0.46255
C -5.29694 0.52400 1.06389
C -3.71411 -1.40753 1.02704
C -4.64958 -2.47615 0.44722
C 0.27957 -1.13983 -1.76974
Br -0.42804 -2.60097 -0.69201
C -0.43395 -1.04068 -3.12314
C -0.04864 0.20009 -3.91010
Br -2.38408 -1.21187 -3.06748
P 3.00344 1.29265 1.24624
N 2.23611 2.61597 0.98866
O 4.56068 1.42447 0.82768
O 3.05277 0.97236 2.82702
H 4.51787 -4.66426 -0.84255
H 3.15812 -3.98087 -1.68666
H 3.21698 -3.90977 0.07490
H 3.97958 -1.81966 -1.57231
H 5.46288 -2.70264 -1.52731
H 5.82283 -2.45792 0.73620
H 5.41258 -0.87846 0.14163
H 4.27774 -1.14038 2.25725
H 3.91518 -2.79738 1.90736
H 1.91586 -1.61659 1.74039
H 2.81966 -0.20328 -0.62440
H 1.04166 0.84931 -1.56973
H -1.44893 1.02435 -1.66235
H -0.59237 1.96397 -0.46590
H -3.69506 1.99906 -0.70190
H -3.48975 1.88061 2.53382
H -2.57487 0.35164 2.73440
H -4.13252 -0.10778 -0.61844
H -6.13816 -0.01609 0.63966
H -5.31507 0.31923 2.13051
H -5.41345 1.59212 0.91897
H -2.68088 -1.69543 0.88629
H -3.88531 -1.37326 2.10186
H -5.50536 -2.64834 1.09332
H -4.11914 -3.41870 0.34779
H -5.01269 -2.20349 -0.54051
H 1.28393 -1.47677 -2.01009
H -0.11543 -1.89725 -3.70166
H -0.59496 1.08746 -3.60706
H 1.01109 0.37787 -3.80036
H -0.26456 0.02533 -4.95916
H 1.42404 2.51879 0.39518
H 5.10122 1.69468 1.58011
H 2.94150 1.84392 3.24216
N 3.73017 -1.77645 -5.79132
C 3.73031 -0.79320 -4.84596
N 4.78807 0.06608 -4.88010
O 2.83804 -0.69002 -4.01589
H 4.45055 -1.88272 -6.47940
H 2.96420 -2.42334 -5.78238
H 4.81146 0.79483 -4.19104
H 5.53211 0.00198 -5.54794
N -3.50108 4.28303 4.74577
C -4.74235 3.85977 4.36392
N -5.75586 4.12453 5.24300
O -4.93366 3.28465 3.30497
H -3.31844 4.75591 5.60970
H -2.74030 4.11623 4.11179
H -6.67637 3.82452 4.98414
H -5.62240 4.59685 6.11608
```

As for the HOMO energy: -8.30 eV. The multiplicity is 1. As for the SMILES: CCCCN[C@@H](O[C@H](CO[C@](O)(CC(=O)Br)[C@H](C)CC)[C@@H](Br)[C@H](C)Br)P(=N)(O)O.NC(N)=O.NC(N)=O. The HOMO-LUMO gap comes out at 8.66 eV.